No. 1
{"formula": "C5H10O", "method": "the ωB97M-V functional and the def2-TZVPD basis", "homo_lumo_gap_ev": 9.5, "elements": ["H", "C", "H", "O", "H", "H", "C", "H", "C", "H", "H", "H", "C", "H", "H", "C"], "xyz": [[0.27, -2.22, 0.28], [-0.67, -1.73, 0.04], [2.40, 1.14, -0.04], [-1.92, 0.31, 0.14], [-0.81, -1.81, -1.06], [-0.14, 1.51, 1.57], [-0.61, -0.21, 0.31], [-2.19, 0.02, -0.75], [1.31, 1.33, -0.04], [1.06, 0.13, 1.76], [1.00, -0.49, -1.18], [-1.49, -2.32, 0.47], [0.42, 0.36, -0.82], [-0.26, 0.83, -1.51], [1.19, 2.41, -0.26], [0.44, 0.73, 1.11]]}

***

No. 2
{"formula": "C5H10O2", "method": "the ωB97M-V functional and the def2-TZVPD basis", "homo_lumo_gap_ev": 10.9, "elements": ["C", "C", "C", "O", "H", "H", "H", "O", "H", "H", "H", "H", "H", "C", "H", "C", "H"], "xyz": [[1.50, 0.33, -0.83], [-2.13, -0.54, 0.41], [0.26, -0.43, -0.35], [0.77, -0.46, 1.00], [1.30, 1.40, -0.94], [-0.59, 1.53, 0.93], [2.52, 0.72, 1.15], [-1.00, 1.58, 0.05], [-1.80, -0.60, 1.45], [-2.24, -1.56, 0.03], [-3.10, -0.04, 0.37], [2.01, -0.05, -1.72], [-1.42, 0.31, -1.45], [2.07, -0.06, 0.53], [2.75, -0.93, 0.49], [-1.10, 0.25, -0.40], [0.19, -1.46, -0.75]]}

***

No. 3
{"formula": "C5H10O2", "method": "the ωB97M-V functional and the def2-TZVPD basis", "homo_lumo_gap_ev": 10.4, "elements": ["C", "H", "C", "C", "C", "C", "H", "H", "H", "H", "H", "H", "H", "H", "H", "O", "O"], "xyz": [[0.18, -0.46, -0.36], [-0.88, 1.18, -2.22], [-1.15, 0.22, 0.08], [-2.02, -0.56, 1.00], [2.01, -0.28, 0.60], [1.46, 0.34, -0.69], [2.23, 0.45, 1.39], [-2.20, -1.61, 0.73], [-2.96, -0.02, 1.13], [2.88, -0.94, 0.47], [-0.83, 1.65, -1.55], [1.45, 1.42, -0.64], [-1.46, -0.53, 1.94], [1.95, 0.03, -1.62], [0.00, -1.30, -1.06], [-1.42, 1.40, -0.05], [0.79, -0.99, 0.85]]}

***

No. 4
{"formula": "C5H10O2", "method": "the ωB97M-V functional and the def2-TZVPD basis", "homo_lumo_gap_ev": 11.0, "elements": ["H", "C", "H", "H", "H", "O", "C", "C", "H", "H", "H", "H", "H", "C", "H", "C", "O"], "xyz": [[-1.19, 0.85, 0.32], [-0.11, -1.53, 1.80], [-0.81, -1.69, 0.97], [-2.31, 1.84, -1.70], [0.11, -1.06, -0.98], [0.56, -0.30, 1.72], [1.35, -0.15, 0.56], [-0.62, 0.92, -0.60], [-0.94, 1.23, -2.77], [1.89, 0.79, 0.70], [-0.68, -1.52, 2.73], [0.60, -2.37, 1.83], [2.08, -0.96, 0.48], [-1.27, 1.51, -1.77], [1.16, 0.23, -1.56], [0.51, -0.07, -0.73], [-0.34, 2.26, -1.00]]}

***

No. 5
{"formula": "C5H10O2", "method": "the ωB97M-V functional and the def2-TZVPD basis", "homo_lumo_gap_ev": 9.3, "elements": ["C", "H", "H", "O", "H", "C", "H", "H", "H", "H", "H", "C", "C", "H", "O", "C", "H"], "xyz": [[0.84, -1.31, 0.50], [-2.66, 0.24, -1.09], [2.52, 0.83, 0.70], [1.46, 0.85, -1.11], [0.02, -1.99, 0.26], [0.49, 0.14, 0.31], [1.30, 2.16, 0.55], [-1.29, -0.08, -2.16], [-1.66, -1.22, -0.86], [-1.34, -0.42, 1.63], [1.14, -1.47, 1.54], [-0.72, 0.64, -0.29], [1.58, 1.15, 0.24], [1.69, -1.54, -0.14], [-0.96, 0.45, 1.46], [-1.65, -0.16, -1.13], [-0.76, 1.72, -0.41]]}

***

No. 6
{"formula": "C5H10O2", "method": "the ωB97M-V functional and the def2-TZVPD basis", "homo_lumo_gap_ev": 10.6, "elements": ["C", "H", "H", "H", "H", "C", "H", "O", "H", "C", "H", "H", "O", "C", "H", "C", "H"], "xyz": [[-0.47, -1.18, -1.42], [-1.89, 0.96, -0.65], [2.73, 0.19, -0.24], [-1.28, -1.26, -0.67], [1.16, -1.58, 0.66], [0.98, -0.57, 1.02], [-0.99, -1.19, -2.42], [-0.24, 1.50, 0.43], [0.12, -2.10, -1.37], [1.93, 0.48, 0.47], [-2.18, 2.04, 0.78], [-1.78, 0.30, 1.08], [0.24, 0.02, -1.30], [0.54, 0.42, 0.01], [2.13, 1.30, 1.13], [-1.62, 1.18, 0.43], [0.63, -0.53, 2.06]]}

***

No. 7
{"formula": "C5H10O2", "method": "the ωB97M-V functional and the def2-TZVPD basis", "homo_lumo_gap_ev": 9.8, "elements": ["O", "H", "H", "H", "H", "H", "H", "H", "C", "H", "H", "O", "H", "C", "C", "C", "C"], "xyz": [[1.27, -2.21, 0.89], [0.70, 1.41, -0.50], [-0.57, 1.37, -2.66], [-1.98, 0.45, 0.80], [-2.05, 0.92, -1.76], [1.50, -1.87, 0.01], [-0.89, 1.80, 1.42], [2.86, 0.25, 1.31], [-0.97, 0.84, 0.91], [-1.42, -0.16, -3.04], [-0.12, -1.80, 2.31], [-0.37, -0.20, -1.32], [2.69, -0.40, 1.63], [-1.14, 0.53, -2.24], [0.37, -1.37, 1.45], [0.11, -0.15, 1.02], [0.03, 0.58, -0.23]]}

***

No. 8
{"formula": "C5H10O2", "method": "the ωB97M-V functional and the def2-TZVPD basis", "homo_lumo_gap_ev": 10.3, "elements": ["H", "H", "C", "H", "H", "C", "O", "O", "H", "H", "H", "C", "H", "H", "C", "H", "C"], "xyz": [[2.23, 1.04, -0.19], [-2.60, -0.26, -2.07], [0.54, -0.59, 1.16], [-2.74, -0.76, -0.39], [3.32, -0.33, -0.55], [2.58, 0.05, 0.16], [1.53, -0.89, 0.21], [-1.29, 0.89, 1.45], [0.95, -0.14, 2.07], [-0.53, 1.27, -1.10], [-0.27, -0.45, -1.34], [-2.39, 0.04, -1.04], [3.05, 0.17, 1.14], [-2.98, 0.92, -0.79], [-0.60, 0.28, 0.67], [0.06, -1.54, 1.42], [-0.89, 0.28, -0.81]]}

***

In hartree, the LUMO level values for the records above are, in order, 0.0368, 0.0387, 0.0352, 0.0380, 0.0263, 0.0353, 0.0371, 0.0330.
In eV, the energy relative to the best compared isomer or geometry (same formula, charge and spin) values for the records above are, in order, 2.5851, 1.9596, 3.9605, 2.7733, 4.8596, 2.9848, 4.5469, 1.7229.